Entry 1:
Below is a molecular structure, C13H13BrCl2N6Pd, with properties calculated with ωB97M-V/def2-TZVPD.

Positions of all 36 atoms, in Å:
Pd -0.729 0.299 1.666
C 0.706 -3.082 -2.217
C 0.699 -1.627 -1.886
C 1.664 -0.742 -2.153
C 1.994 1.086 -0.274
C 0.713 0.524 0.314
Br -0.546 2.522 2.615
N -0.271 -1.519 0.337
C -0.423 -1.024 -1.051
H 1.629 -3.357 -2.725
H -0.137 -3.327 -2.868
H 0.602 -3.677 -1.308
H 2.587 -0.988 -2.663
H 2.067 2.170 -0.217
H -1.430 -1.237 -1.408
N -2.398 2.948 -1.820
C -2.925 2.405 -0.710
N -2.145 1.445 -0.287
C -1.120 1.439 -1.194
N -1.240 2.340 -2.139
C -0.012 0.476 -1.015
C 1.374 0.651 -1.690
N 3.213 0.493 0.194
C 3.121 -0.516 0.983
C 1.929 -1.238 1.341
N 0.803 -0.821 0.757
H -2.734 3.709 -2.382
H -3.829 2.739 -0.227
H 1.466 1.415 -2.461
H 4.058 -0.936 1.339
H 1.933 -2.198 1.828
Cl -0.570 -0.670 4.448
C -2.208 -0.003 4.402
Cl -2.868 -0.236 2.766
H -2.140 1.063 4.588
H -2.833 -0.525 5.115

Force components x, y, z for each atom (eV/Å):
-0.35 0.73 -0.39
-0.01 0.12 -0.01
-0.04 0.02 -0.03
-0.01 0.02 -0.03
-0.11 0.03 0.21
-0.73 0.26 -0.10
0.06 0.30 0.17
-0.58 0.01 0.68
0.25 0.22 -0.33
-0.01 -0.06 0.00
0.01 -0.04 0.02
0.00 -0.02 -0.01
-0.01 -0.06 0.02
-0.11 -0.01 -0.02
-0.01 -0.02 0.05
-0.18 0.08 0.10
0.20 0.04 -0.09
-0.18 -0.16 -0.24
-0.20 0.13 0.29
0.26 -0.09 -0.12
0.11 -0.26 0.03
0.09 0.06 -0.04
0.30 -0.17 0.23
0.16 0.60 -0.28
-0.62 -0.20 -0.07
2.15 -1.10 -0.69
-0.02 0.05 -0.01
-0.03 0.05 -0.12
-0.01 -0.02 -0.01
-0.04 -0.06 0.05
-0.01 -0.05 -0.12
-0.12 -0.19 0.57
0.31 -0.09 0.14
-0.47 -0.09 0.31
-0.02 0.03 -0.09
-0.02 -0.03 -0.04

- HOMO (alpha / beta) (eV) = -7.42 / -7.44
- charge = 0
- molecular weight (g/mol) = 510.5
- relative energy (zero: lowest compared OMol25 entry of this formula, charge and spin) (kcal/mol) = 0.0



Entry 2:
Below is 2 unconnected molecules or ions with the total composition C4H7BrCl2, with properties calculated with ωB97M-V/def2-TZVPD.

Positions of all 14 atoms, in Å:
C -1.795 0.886 -0.699
C 2.392 -1.230 1.234
C -0.418 1.433 -0.130
C 3.060 -0.950 0.119
Cl -0.903 3.139 0.289
Cl 3.111 -2.066 -1.186
Br 4.132 0.648 -0.078
H -1.643 -0.261 -0.966
H -2.559 0.971 -0.006
H -2.007 1.478 -1.606
H 0.340 1.478 -0.875
H 2.171 -0.533 1.980
H 1.946 -2.214 1.417
H -0.321 0.860 0.727

Force components x, y, z for each atom (eV/Å):
3.42 -1.98 -2.59
-0.11 -1.04 -1.08
-4.19 0.94 -1.47
0.12 0.19 0.74
0.81 -0.14 0.28
0.27 0.09 -0.08
-0.76 -0.72 -0.03
-0.44 2.29 0.34
-1.38 0.25 1.41
-0.24 -0.56 0.33
0.70 -0.20 -0.09
0.32 1.16 1.01
0.12 0.34 -0.55
1.35 -0.61 1.78

- HOMO (eV) = -9.86
- SMILES string = C=C(Cl)Br.CCCl
- charge = 0
- molecular weight (g/mol) = 205.9
- relative energy (zero: lowest compared OMol25 entry of this formula, charge and spin) (kcal/mol) = 16.0